(1)
Below is a 2-piece molecular cluster, C7H10NO6 overall, with properties calculated with the ωB97M-V functional and the def2-TZVPD basis.

Energy above the lowest of the compared OMol25 structures with the same formula, charge and spin (kJ/mol): 186.2
Max |F| (eV Å⁻¹): 0.8
Energy (eV): -21196.270
2S+1: 1
Total charge: -1
Kohn-Sham gap (eV): 5.43
E_LUMO (eV): 3.02

Structure (XYZ):
```
24
C7H10NO6 | the Open Molecules 2025 dataset | the ωB97M-V functional and the def2-TZVPD basis
C -2.930 2.930 -2.062
C -1.980 1.858 -1.597
O -1.981 0.729 -2.010
O -1.038 2.373 -0.766
C -0.512 1.566 0.270
O 0.579 1.077 0.098
C -1.389 1.421 1.477
N -2.583 0.694 1.173
H -3.125 3.640 -1.262
H -3.847 2.460 -2.412
H -2.464 3.455 -2.901
H -0.714 0.966 2.234
H -1.660 2.421 1.847
H -2.290 -0.228 0.844
C 2.890 -2.264 -0.396
C 2.143 -1.699 0.793
O 1.865 -2.889 1.556
C 2.766 -3.831 1.228
O 2.915 -4.867 1.797
O 3.493 -3.446 0.151
H 3.657 -1.598 -0.782
H 2.221 -2.553 -1.207
H 2.759 -1.034 1.399
H 1.226 -1.183 0.524
```

(2)
Below is a 11-piece molecular cluster, C44H66O22 overall in a non-equilibrium geometry, with properties calculated with the ωB97M-V functional and the def2-TZVPD basis.

Energy above the lowest of the compared OMol25 structures with the same formula, charge and spin (kJ/mol): 283.7
Max |F| (eV Å⁻¹): 3.0
Energy (eV): -91743.150
2S+1: 1
Total charge: 0
Kohn-Sham gap (eV): 8.84
E_LUMO (eV): -0.19
SMILES: O=C1CCCO1.O=C1CCCO1.O=C1CCCO1.O=C1CCCO1.O=C1CCCO1.O=C1CCCO1.O=C1CCCO1.O=C1CCCO1.O=C1CCCO1.O=C1CCCO1.O=C1CCCO1

Structure (XYZ):
```
132
C44H66O22 | the Open Molecules 2025 dataset | the ωB97M-V functional and the def2-TZVPD basis
O 0.804 -1.656 -1.731
C 0.549 -0.734 -1.016
C 0.961 -0.512 0.413
C 0.686 0.968 0.679
C -0.397 1.262 -0.393
O -0.234 0.280 -1.412
H 0.440 -1.178 1.101
H 2.032 -0.722 0.454
H 0.289 1.254 1.649
H 1.605 1.500 0.435
H -1.388 1.118 0.044
H -0.302 2.288 -0.742
O -3.616 1.229 1.523
C -3.272 1.558 2.626
C -3.547 0.823 3.929
C -3.261 1.956 4.949
C -2.335 2.896 4.216
O -2.572 2.690 2.815
H -4.564 0.462 3.994
H -2.750 0.081 4.020
H -4.203 2.483 5.119
H -2.869 1.618 5.905
H -2.627 3.928 4.399
H -1.332 2.646 4.562
O 5.664 -2.736 -1.651
C 5.401 -1.591 -1.836
C 4.576 -0.723 -0.919
C 4.000 0.284 -1.952
C 5.171 0.377 -2.980
O 5.888 -0.862 -2.863
H 3.767 -1.329 -0.520
H 5.144 -0.122 -0.216
H 3.119 0.015 -2.529
H 3.945 1.283 -1.520
H 4.757 0.663 -3.943
H 5.911 1.101 -2.631
O 4.759 -5.409 -1.209
C 3.767 -5.202 -0.578
C 3.308 -5.874 0.718
C 1.815 -5.520 0.769
C 1.811 -4.217 -0.023
O 2.898 -4.242 -0.915
H 3.438 -6.948 0.594
H 3.932 -5.491 1.524
H 1.228 -6.259 0.231
H 1.561 -5.302 1.803
H 0.841 -4.143 -0.522
H 1.798 -3.326 0.612
O 5.816 -4.614 -3.798
C 4.908 -4.134 -4.391
C 4.912 -3.137 -5.543
C 3.626 -2.391 -5.261
C 2.697 -3.482 -4.710
O 3.614 -4.342 -4.010
H 5.808 -2.533 -5.638
H 4.780 -3.725 -6.456
H 3.674 -1.618 -4.491
H 3.222 -1.868 -6.132
H 2.059 -2.971 -3.991
H 2.166 -4.063 -5.462
O -0.457 -2.858 1.735
C -1.629 -2.713 1.523
C -2.524 -1.596 2.025
C -3.749 -1.756 1.107
C -3.688 -3.228 0.659
O -2.295 -3.554 0.707
H -2.837 -1.729 3.062
H -2.147 -0.577 1.978
H -4.697 -1.512 1.591
H -3.705 -0.987 0.333
H -4.269 -3.747 1.416
H -4.056 -3.164 -0.359
O 2.011 5.239 0.658
C 1.959 4.911 1.798
C 2.800 5.370 2.982
C 2.383 4.383 4.063
C 0.983 3.918 3.630
O 0.992 4.049 2.221
H 3.814 5.349 2.586
H 2.552 6.405 3.216
H 3.155 3.611 4.124
H 2.428 4.806 5.068
H 0.739 2.906 3.945
H 0.273 4.642 4.041
O -3.160 4.583 -4.558
C -3.299 3.548 -3.964
C -2.210 2.612 -3.442
C -2.982 1.641 -2.554
C -4.323 1.641 -3.249
O -4.489 2.955 -3.779
H -1.710 2.159 -4.305
H -1.355 3.123 -2.994
H -2.508 0.663 -2.642
H -3.013 2.003 -1.528
H -4.331 0.909 -4.060
H -5.096 1.346 -2.540
O -4.656 7.107 1.044
C -3.738 6.362 0.844
C -3.662 5.059 0.048
C -2.166 4.686 0.035
C -1.630 5.521 1.182
O -2.538 6.606 1.377
H -4.212 4.313 0.630
H -4.117 5.047 -0.940
H -2.168 3.623 0.271
H -1.709 4.939 -0.919
H -1.607 4.929 2.097
H -0.664 5.939 0.906
O -1.529 -0.166 4.751
C -0.372 -0.071 4.457
C 0.665 -1.171 4.426
C 1.995 -0.413 4.436
C 1.573 0.937 3.842
O 0.175 1.119 4.137
H 0.593 -1.828 5.288
H 0.509 -1.720 3.494
H 2.426 -0.273 5.424
H 2.712 -0.783 3.705
H 2.155 1.790 4.186
H 1.699 0.862 2.759
O -4.529 -1.531 -2.465
C -3.650 -2.272 -2.786
C -3.766 -3.475 -3.695
C -2.336 -3.935 -3.857
C -1.597 -3.226 -2.714
O -2.436 -2.222 -2.175
H -4.377 -4.175 -3.119
H -4.331 -3.223 -4.589
H -2.273 -5.020 -3.856
H -1.902 -3.568 -4.788
H -1.351 -3.955 -1.933
H -0.617 -2.953 -3.104
```

Among the records above, which one has the lowest Kohn-Sham gap?
C7H10NO6